Record 1
Computed, not measured: a single C10H13NO molecule at a distorted geometry, with ωB97M-V with the def2-TZVPD basis set.

```
25
Properties=species:S:1:pos:R:3
N 2.653 1.876 -1.646
C 1.595 0.968 -1.258
C 1.572 0.129 -0.121
C 0.575 -0.634 0.306
C -0.568 -0.534 -0.456
C -0.600 0.235 -1.590
C 0.467 0.891 -1.996
O 0.449 1.492 -3.149
C -1.860 -1.138 0.086
C -1.938 -0.703 1.439
C -0.594 -0.730 2.324
C 0.676 -1.123 1.764
H 3.188 2.059 -0.882
H 2.376 2.703 -2.258
H 2.607 0.127 0.379
H -1.429 0.501 -2.221
H -0.682 1.734 -3.295
H -1.691 -2.235 -0.253
H -2.840 -0.966 -0.498
H -2.750 -1.288 1.980
H -2.387 0.325 1.311
H -0.875 -1.279 3.237
H -0.537 0.356 2.649
H 1.059 -2.274 1.796
H 1.532 -0.492 2.352
```

Summary:
- structure (SMILES) = Nc1cc2c(cc1O)CCCC2
- maximum force (eV Å⁻¹) = 7.3
- gap between HOMO and LUMO (eV) = 8.102
- relative energy (zero: lowest compared OMol25 entry of this formula, charge and spin) (kcal per mole) = 74.7

=====

Record 2
Computed, not measured: a molecular structure, C3H3HgO4 at a distorted geometry, with ωB97M-V with the def2-TZVPD basis set.

```
11
Properties=species:S:1:pos:R:3
O -3.801 -1.219 -1.034
C -2.800 -0.560 -0.969
C -1.496 -1.135 -0.448
H -2.801 0.571 -0.748
H -1.674 -1.416 0.599
H -1.243 -2.069 -0.969
O -0.465 -0.180 -0.754
C 0.403 0.166 0.135
O 0.059 0.218 1.365
O 1.412 0.815 -0.154
Hg 3.875 1.431 0.347
```

Summary:
- maximum force (eV Å⁻¹) = 3.2
- expectation value of S² = 2.008
- gap between HOMO and LUMO (alpha / beta) (eV) = 9.192 / 4.406
- relative energy (zero: lowest compared OMol25 entry of this formula, charge and spin) (kcal per mole) = 0.0
- multiplicity = 3
- charge = +1

=====

Record 3
Computed, not measured: a molecular structure, CH2I2O at a distorted geometry, with ωB97M-V with the def2-TZVPD basis set.

```
6
Properties=species:S:1:pos:R:3
C -0.265 -0.144 -0.537
O 0.396 -0.523 1.512
I 1.144 -0.791 -1.863
I -0.930 1.829 -0.544
H -1.104 -0.659 -0.313
H 0.759 0.288 1.744
```

Summary:
- maximum force (eV Å⁻¹) = 4.9
- gap between HOMO and LUMO (alpha / beta) (eV) = 8.508 / 8.464
- relative energy (zero: lowest compared OMol25 entry of this formula, charge and spin) (kcal per mole) = 72.1

=====

Record 4
Computed, not measured: a molecular structure, C13H9AuN2O4S, with ωB97M-V with the def2-TZVPD basis set.

```
30
Properties=species:S:1:pos:R:3
Au -0.106 -1.467 -0.517
O 3.712 -0.758 -0.504
C 2.751 -1.412 -0.190
O 1.765 -1.620 -1.068
C 2.677 -2.098 1.149
C 3.760 -1.890 2.002
C 3.841 -2.516 3.231
C 2.814 -3.359 3.634
C 1.719 -3.559 2.812
C 1.644 -2.944 1.562
S 0.221 -3.394 0.610
H 4.541 -1.227 1.657
H 4.695 -2.347 3.873
H 2.854 -3.850 4.597
H 0.904 -4.192 3.139
O -2.070 -1.245 -0.134
N -2.569 -0.100 -0.491
N -1.806 0.655 -1.135
O -0.562 0.348 -1.455
C -2.291 1.945 -1.573
C -3.553 2.377 -1.192
C -3.986 3.614 -1.634
C -3.170 4.399 -2.440
C -1.912 3.946 -2.804
C -1.458 2.709 -2.371
H -4.177 1.759 -0.564
H -4.966 3.967 -1.345
H -3.517 5.366 -2.780
H -1.274 4.555 -3.429
H -0.481 2.339 -2.639
```

Summary:
- maximum force (eV Å⁻¹) = 0.3
- gap between HOMO and LUMO (eV) = 7.157
- relative energy (zero: lowest compared OMol25 entry of this formula, charge and spin) (kcal per mole) = 2.0